[1]
99
Properties=species:S:1:pos:R:3 method="wB97M-V/def2-TZVPD" mol_weight_g_mol=664.77 charge=+1 total_energy_ev=-85154.460 e_above_lowest_kcal_mol=0.0 multiplicity=1
Sc 0.87740 -1.07348 -0.77933
C -0.52380 -1.79433 1.05728
C -0.21071 -2.87093 0.16579
C 1.77291 -2.10452 1.10259
C 0.70433 -1.31421 1.62196
C 1.21075 -3.09263 0.21529
C -1.88252 -1.38490 1.48594
H -2.63735 -1.67547 0.74553
H -1.94076 -0.29910 1.62582
H -2.14956 -1.84658 2.44996
C 0.80409 -0.23807 2.64150
H -0.02205 -0.32214 3.35970
H 0.73550 0.75936 2.18360
H 1.74136 -0.30372 3.20901
C 3.20812 -1.90200 1.42957
H 3.38769 -1.96361 2.51107
H 3.53367 -0.90545 1.09955
H 3.83240 -2.64999 0.92723
C 1.95767 -4.10451 -0.58137
H 1.93296 -5.09896 -0.11363
H 3.00529 -3.80991 -0.69375
H 1.51708 -4.20883 -1.58040
C -1.20096 -3.67141 -0.59641
H -1.58067 -4.50352 0.01527
H -0.74236 -4.09341 -1.49881
H -2.05929 -3.05530 -0.89076
C -0.04564 1.51304 -1.13075
C -1.15617 0.73303 -1.19130
C -1.64332 -0.07666 -2.35957
C -0.61909 -0.47893 -3.45345
C 0.70841 -1.09229 -3.08764
C 1.87333 -0.38924 -2.83675
C 2.02066 1.10319 -2.70979
C 0.79326 1.97112 -2.30287
H -2.43334 0.49219 -2.89364
H -0.47162 0.43028 -4.08983
H -2.14907 -0.97857 -1.97667
H 0.18761 2.18013 -3.19242
H 0.17139 2.00785 -0.17118
H -1.85036 0.75138 -0.34755
H 1.22057 2.94876 -2.02679
H 2.82792 1.30402 -1.98186
H 2.82667 -0.92735 -2.82378
H 2.39529 1.53097 -3.65796
H -1.13130 -1.20022 -4.11634
H 0.77068 -2.18452 -3.21739
P 0.22122 1.19048 -6.00197
C 0.02539 2.98868 -6.32096
C -0.98116 0.57581 -7.25433
P 2.48309 -0.75493 -6.56426
C 1.79724 0.94350 -6.92519
C 1.80142 -1.61249 -8.06797
C 4.11101 -0.40017 -7.37701
H 0.89314 3.52422 -5.91666
H -0.89340 3.32416 -5.82353
H -0.05009 3.14308 -7.40507
H -0.82726 1.13476 -8.18672
H -1.98652 0.78221 -6.86338
H -0.87005 -0.50101 -7.42662
H 3.95626 -0.15257 -8.43511
H 4.72493 -1.30430 -7.29546
H 4.60100 0.43550 -6.86448
H 2.52437 1.71046 -6.60328
H 1.60101 1.05867 -8.00701
H 2.32170 -2.57688 -8.13112
H 2.02780 -1.02470 -8.96720
H 0.72314 -1.78388 -7.98365
C 1.75616 -0.35524 7.40460
C 0.52747 -0.69560 6.60166
C 0.31802 -2.01343 6.20549
C -0.82280 -2.37057 5.48103
C -1.72205 -1.38049 5.08395
C -1.46221 -0.02278 5.37150
N -2.15837 0.93580 4.65008
C -2.91315 1.99235 5.07932
C -3.45589 2.06833 6.37996
C -4.15182 3.21954 6.75044
C -4.28608 4.29025 5.84635
C -3.75241 4.19625 4.55234
C -3.09927 3.04103 4.13141
C -2.48160 2.93717 2.74889
O -2.52120 3.94697 2.03676
O -1.92867 1.80044 2.40689
C -0.36824 0.30659 6.21659
C -0.14349 1.73798 6.56456
H 2.38246 0.37916 6.88217
H 1.51608 0.05806 8.39273
H 2.36329 -1.25308 7.56107
H 1.06476 -2.76409 6.47566
H -1.00865 -3.41422 5.21676
H -2.63977 -1.62113 4.53289
H -1.96684 1.07937 3.53863
H -3.31794 1.22695 7.05620
H -4.58821 3.27893 7.75263
H -4.81401 5.19640 6.15779
H -3.83254 5.02419 3.84086
H -0.02064 2.34918 5.65839
H -0.99422 2.14812 7.12218
H 0.75054 1.86646 7.17655

=====

[2]
103
Properties=species:S:1:pos:R:3 method="wB97M-V/def2-TZVPD" mol_weight_g_mol=660.97 total_energy_ev=-64175.171 multiplicity=1
O -4.60040 -1.29240 3.60128
C -3.73951 -2.45792 3.75633
C -3.82685 -3.49186 2.53416
C -2.94462 -3.10394 1.24125
C -2.33554 -1.63075 1.25782
C -3.16681 -0.51909 0.50542
C -2.62512 0.95002 0.42798
C -1.27093 1.36733 1.11046
C -0.48300 0.25229 1.88917
C -0.98184 -1.23795 1.95565
N -0.28097 -2.32552 2.66566
C 1.18907 -2.23959 2.56803
C 1.96518 -3.60607 2.41923
C 3.51355 -3.68756 2.34835
C 4.32779 -2.34345 2.41242
C 3.61659 -0.95130 2.55711
C 4.42263 0.41691 2.66954
C 4.22100 1.42120 1.43079
C 4.42424 2.95196 1.96152
O 5.43459 3.02537 3.03110
C 2.04316 -0.95360 2.62648
S 1.10756 0.65184 2.78791
H -4.78992 -1.17608 2.63602
H -4.14619 -3.01420 4.68843
H -2.65914 -2.16701 3.99420
H -3.42602 -4.50394 2.93202
H -4.93244 -3.68350 2.26028
H -2.09720 -3.88539 1.15142
H -3.61069 -3.22371 0.31697
H -4.16212 -0.80035 0.02051
H -3.25684 1.72797 -0.12437
H -0.91495 2.44447 1.01928
H -0.52240 -3.25790 2.30238
H 1.33925 -4.56415 2.38374
H 3.99685 -4.71717 2.26958
H 5.47061 -2.41719 2.38978
H 5.55922 0.27225 2.81601
H 4.01620 0.95921 3.60744
H 5.05608 1.25470 0.66263
H 3.21059 1.34610 0.90704
H 4.82956 3.63865 1.12537
H 3.44166 3.39271 2.36474
H 4.95384 2.93449 3.88929
C 2.64126 2.00853 -3.28364
C 2.00702 3.39225 -3.36607
C 2.29975 4.26207 -2.14298
C 1.71186 3.71532 -0.91771
N 1.25492 3.27670 0.04343
H 2.24400 1.43363 -2.44319
H 2.43478 1.44515 -4.19701
H 3.72626 2.08108 -3.16856
H 0.92651 3.28561 -3.50043
H 2.39059 3.90084 -4.25583
H 1.89504 5.26355 -2.31366
H 3.38132 4.37366 -2.01573
C -2.25605 4.51690 4.94531
C -1.28100 5.01517 3.88605
C -0.03664 4.13635 3.75267
C 0.78455 4.14154 4.96715
N 1.42336 4.14338 5.92499
H -1.80764 4.53151 5.94200
H -3.14220 5.15605 4.97117
H -2.58111 3.49561 4.72865
H -0.99043 6.04457 4.11981
H -1.79574 5.04019 2.92070
H 0.56665 4.49982 2.91524
H -0.32938 3.10971 3.51052
C -2.84911 4.12860 -5.80052
C -2.77382 3.18694 -4.60517
C -2.77207 3.91819 -3.26188
C -1.58137 4.75417 -3.08329
N -0.64793 5.41386 -2.94902
H -1.97537 4.78333 -5.85129
H -2.88741 3.55454 -6.72952
H -3.74524 4.75325 -5.75110
H -1.87860 2.56310 -4.69408
H -3.63588 2.51392 -4.63493
H -2.81085 3.18009 -2.45513
H -3.67164 4.53501 -3.17125
C -4.01822 -5.51382 -3.65032
C -5.37201 -5.32278 -2.97806
C -5.83052 -3.86373 -2.95162
C -4.95046 -3.01723 -2.14073
N -4.25165 -2.35457 -1.50837
H -3.22445 -4.99169 -3.10988
H -3.75827 -6.57475 -3.67722
H -4.03602 -5.14323 -4.67885
H -5.32738 -5.72079 -1.95916
H -6.11771 -5.91310 -3.51875
H -6.84363 -3.81651 -2.54168
H -5.88230 -3.47002 -3.97145
C 5.93672 -3.97882 -2.76840
C 5.28526 -4.25201 -1.41854
C 3.78705 -3.94661 -1.40009
C 3.50509 -2.52244 -1.60651
N 3.28874 -1.40465 -1.77676
H 5.87389 -2.92136 -3.03743
H 6.99480 -4.25058 -2.73729
H 5.45966 -4.56447 -3.55912
H 5.79681 -3.66747 -0.64702
H 5.42955 -5.30743 -1.16766
H 3.37446 -4.25380 -0.43457
H 3.27642 -4.53822 -2.16661